{
  "formula": "C13H26AsCrN8S4SeSi",
  "method": "ωB97M-V/def2-TZVPD",
  "fmax_ha_per_bohr": 0.009,
  "s2": 3.982,
  "charge": 0,
  "gap_ev": [5.2, 5.5],
  "homo_energy_ev": [-6.4, -6.4],
  "multiplicity": 4,
  "energy_ha": -8513.1736,
  "symbols": ["Cr", "S", "As", "S", "S", "S", "N", "C", "N", "C", "N", "N", "C", "N", "C", "C", "C", "C", "C", "N", "H", "H", "H", "H", "H", "H", "H", "H", "C", "Si", "C", "C", "Se", "H", "H", "H", "H", "H", "H", "H", "H", "H", "N", "C", "C", "N", "H", "H", "H", "H", "H", "H", "H", "H", "H"],
  "positions_angstrom": [[1.11, -1.00, 1.20], [2.45, -4.55, 4.54], [2.55, -2.48, 4.24], [3.36, -0.58, 1.52], [0.49, -1.90, 3.23], [3.76, -2.48, 2.19], [1.00, -4.47, 1.58], [1.38, -4.10, 0.38], [1.83, -5.06, -0.44], [2.14, -4.68, -1.66], [2.60, -5.61, -2.52], [2.02, -3.42, -2.16], [1.61, -2.55, -1.26], [1.28, -2.78, 0.01], [1.53, -1.14, -1.73], [1.74, -0.82, -3.06], [1.72, 0.51, -3.43], [1.49, 1.48, -2.46], [1.27, 1.06, -1.16], [1.29, -0.22, -0.79], [1.27, -5.38, 1.91], [0.77, -3.76, 2.28], [2.81, -6.52, -2.17], [2.96, -5.31, -3.41], [1.94, -1.61, -3.76], [1.88, 0.80, -4.46], [1.47, 2.53, -2.69], [1.08, 1.80, -0.39], [-3.96, 3.30, -0.12], [-2.97, 2.42, -1.42], [-1.52, 3.48, -1.97], [-4.01, 1.96, -2.91], [-2.19, 0.45, -0.51], [-4.43, 4.19, -0.55], [-3.31, 3.63, 0.70], [-4.74, 2.67, 0.30], [-1.87, 4.46, -2.28], [-1.00, 3.03, -2.82], [-0.80, 3.62, -1.16], [-4.40, 2.85, -3.40], [-4.85, 1.33, -2.61], [-3.42, 1.41, -3.64], [-1.93, 2.22, 2.97], [-0.58, 2.54, 3.44], [0.31, 1.32, 3.29], [0.61, 1.00, 1.87], [-2.54, 3.02, 3.07], [-2.32, 1.48, 3.55], [-2.50, 0.90, 0.85], [-0.54, 2.86, 4.49], [-0.20, 3.37, 2.84], [-0.15, 0.44, 3.75], [1.26, 1.45, 3.81], [1.44, 1.54, 1.63], [-0.16, 1.33, 1.29]],
  "nbo_charge": [1.031, -0.768, 0.678, -0.331, -0.765, -0.275, -0.748, 0.646, -0.563, 0.606, -0.764, -0.564, 0.452, -0.629, 0.175, -0.193, -0.142, -0.229, 0.073, -0.476, 0.431, 0.434, 0.412, 0.405, 0.259, 0.228, 0.233, 0.195, -1.125, 1.479, -1.128, -1.127, -0.400, 0.243, 0.241, 0.249, 0.243, 0.238, 0.232, 0.242, 0.250, 0.243, -0.855, -0.227, -0.242, -0.848, 0.365, 0.367, 0.140, 0.186, 0.181, 0.239, 0.220, 0.385, 0.392]
}